[1]
# C3H14N2O2

A 3-piece molecular cluster, C3H14N2O2 overall (wB97M-V/def2-TZVPD, OMol25).

As for the energy relative to the best compared isomer or geometry (same formula, charge and spin): 90.0 kJ/mol. Its largest force on an atom is 1.6 eV/Å. The HOMO energy is -0.3367 Eh.

Each atom is followed by the atoms it is bonded to, with distances in Å.
Positions of all 21 atoms, in Å:
1 C -1.78341 -1.83147 -0.16945  C2 1.518, H6 1.092, H7 1.091, H8 1.091
2 C -1.08901 -0.59827 0.37945  C1 1.518, N3 1.471, H9 1.096, H10 1.098
3 N 0.00820 -0.19745 -0.51397  C2 1.471, C4 1.468, H11 1.007
4 C 1.04032 0.62240 0.13174  N3 1.468, N5 1.458, H12 1.102, H13 1.092
5 N 1.64158 1.40349 -0.94193  C4 1.458, H14 1.012, H15 1.016
6 H -2.34455 -1.62745 -1.08350  C1 1.092
7 H -2.52564 -2.29549 0.48201  C1 1.091
8 H -0.95570 -2.53425 -0.27036  C1 1.091
9 H -1.70792 0.23354 0.73502  C2 1.096
10 H -0.57276 -0.91433 1.29561  C2 1.098
11 H -0.38335 0.35498 -1.25921  N3 1.007
12 H 1.80769 -0.06340 0.52439  C4 1.102
13 H 0.62034 1.21257 0.94929  C4 1.092
14 H 2.04719 0.85074 -1.68671  N5 1.012
15 H 2.41972 1.97915 -0.63409  N5 1.016
16 O -1.05953 2.50933 2.89983  H17 0.942, H18 0.975
17 H -1.69999 2.97090 3.41370  O16 0.942
18 H -0.54949 3.18421 2.41598  O16 0.975
19 O 1.95942 -1.57718 -2.47761  H20 0.961, H21 0.954
20 H 1.82061 -2.50715 -2.27923  O19 0.961
21 H 1.30627 -1.17487 -1.91096  O19 0.954

Mulliken atomic charge list, values in e, 6 entries: number 1, C, carries -1.11; number 2, C, carries -0.52; number 3, N, carries -0.36; number 4, C, carries -0.15; number 5, N, carries -0.67; number 6, H, carries 0.30

[2]
# C3H14N2O2S

A 4-piece molecular cluster, C3H14N2O2S overall (wB97M-V/def2-TZVPD, OMol25).

As for the energy relative to the best compared isomer or geometry (same formula, charge and spin): 779.8 kJ/mol. Its largest force on an atom is 6.5 eV/Å. The HOMO energy is -0.3149 Eh.

Each atom is followed by the atoms it is bonded to, with distances in Å.
Positions of all 22 atoms, in Å:
1 N 0.49159 0.83830 -1.03057  C2 1.402, H7 1.088, H18 1.076
2 C 0.61847 1.23414 0.30839  N1 1.402, C3 1.496, C5 1.538, H10 1.108
3 C 2.05619 0.98563 0.63672  C2 1.496, S4 1.831, H11 1.139, H12 1.304
4 S 2.61694 -0.75487 0.72803  C3 1.831
5 C -0.10338 0.31861 1.31164  C2 1.538, N6 1.483, H13 1.109, H14 1.087
6 N -1.57285 0.49180 1.41769  C5 1.483, H15 0.982, H16 1.037
7 H 0.68079 -0.19436 -0.74634  N1 1.088
8 H 2.29516 -1.61188 -2.08058  H9 0.763
9 H 1.66291 -2.03875 -2.10672  H8 0.763
10 H 0.54756 2.33705 0.39186  C2 1.108
11 H 2.73232 1.41833 -0.17124  C3 1.139
12 H 2.40241 1.36316 1.83578  C3 1.304
13 H 0.27536 0.35723 2.35355  C5 1.109
14 H 0.09353 -0.65837 0.87729  C5 1.087
15 H -1.83673 0.43363 2.36223  N6 0.982
16 H -2.09281 -0.12374 0.76536  N6 1.037
17 H -3.22928 0.12910 -1.28393  O19 1.022
18 H -0.53670 0.73891 -1.33228  N1 1.076
19 O -2.21379 0.24121 -1.25653  H17 1.022
20 H -1.80489 -2.61256 -1.18818  O22 0.965
21 H -1.70553 -0.97439 -1.11966  O22 1.095
22 O -1.37730 -1.91820 -0.67250  H20 0.965, H21 1.095

Mulliken atomic charge list, values in e, 6 entries: number 1, N, carries -0.50; number 2, C, carries -0.31; number 3, C, carries -0.62; number 4, S, carries 0.04; number 5, C, carries -0.45; number 6, N, carries -0.31

[3]
# C3H14N2O2S

A 4-piece molecular cluster, C3H14N2O2S overall (wB97M-V/def2-TZVPD, OMol25).

As for the energy relative to the best compared isomer or geometry (same formula, charge and spin): 241.9 kJ/mol. Its largest force on an atom is 5.4 eV/Å. The HOMO energy is -0.3553 Eh.

Each atom is followed by the atoms it is bonded to, with distances in Å.
Positions of all 22 atoms, in Å:
1 N -0.66003 1.09768 0.58558  C2 1.520, H7 1.041, H9 1.044
2 C 0.49474 0.96515 -0.39361  N1 1.520, C3 1.571, C5 1.466, H10 1.120
3 C 1.57378 2.09629 -0.23985  C2 1.571, S4 1.796, H11 1.120, H12 1.095
4 S 1.08121 3.68797 0.43161  C3 1.796
5 C 1.07382 -0.38083 -0.35169  C2 1.466, N6 1.478, H13 1.112, H14 1.093
6 N 0.34806 -1.47377 -1.03227  C5 1.478, H15 1.027, H16 1.038
7 H -0.83859 2.12313 0.55895  N1 1.041
8 H 1.20714 2.73527 2.04303  no bonds
9 H -0.23589 1.10347 1.53949  N1 1.044
10 H -0.09954 1.27141 -1.29271  C2 1.120
11 H 1.83502 2.53204 -1.23794  C3 1.120
12 H 2.49618 1.69913 0.19569  C3 1.095
13 H 2.04624 -0.27631 -0.88061  C5 1.112
14 H 1.36663 -0.57867 0.68209  C5 1.093
15 H 0.95448 -1.79314 -1.79669  N6 1.027
16 H 0.27382 -2.25945 -0.35871  N6 1.038
17 H -2.04229 -0.57531 -1.33230  O19 0.963
18 H -2.74674 -0.03073 -0.14318  O19 0.961
19 O -2.81957 -0.73967 -0.78842  H17 0.963, H18 0.961
20 H -1.79910 -3.60845 2.02191  O22 0.964
21 H -2.06731 -3.59696 0.57440  O22 0.981
22 O -1.44205 -3.99825 1.21521  H20 0.964, H21 0.981

Mulliken atomic charge list, values in e, 6 entries: number 1, N, carries -0.66; number 2, C, carries 0.57; number 3, C, carries -1.08; number 4, S, carries -0.19; number 5, C, carries -0.73; number 6, N, carries -0.54